DFT (wB97M-V/def2-TZVPD) results for C8H12F3O6Ru as an isolated structure.

Computed properties:
* energy relative to the best compared isomer or geometry (same formula, charge and spin): 10.5 kcal/mol
* E: -1157.91048 Ha
* maximum force: 0.017 hartree/bohr
* total charge: 0
* multiplicity: 2
* HOMO (spin up / spin down): -9.78 / -9.54 eV
* lowest unoccupied orbital energy (spin up / spin down): -0.91 / -1.48 eV
* frontier orbital gap (spin up / spin down): 8.87 / 8.07 eV

XYZ file:
```
30
Properties=species:S:1:pos:R:3:forces:R:3
Ru 0.124 -0.237 -0.120 -0.6 0.2 0.2
O 1.939 2.981 0.749 -0.2 0.2 0.2
C 1.137 1.871 0.693 0.3 -0.4 0.0
O 1.833 0.764 0.315 -0.2 0.0 -0.4
C 0.405 1.560 2.011 0.1 0.0 0.1
O -0.181 0.228 1.816 -0.1 0.3 0.2
C -1.605 0.095 2.075 -0.1 -0.2 0.3
C -2.468 0.138 0.809 -0.1 0.3 0.7
O -3.613 0.503 0.916 0.0 -0.1 -0.2
O -1.880 -0.297 -0.265 0.5 0.0 -0.7
H 2.813 2.678 0.468 0.0 0.0 0.0
H 1.133 1.493 2.815 0.0 -0.1 0.0
H -0.384 2.269 2.252 0.0 0.0 -0.1
H -1.731 -0.900 2.505 0.0 0.0 0.1
H -1.919 0.837 2.803 0.0 0.1 -0.1
C -1.135 2.875 -2.098 0.0 0.1 0.0
C 0.242 2.513 -1.580 0.0 0.0 0.0
C 0.903 1.440 -2.434 -0.1 -0.1 0.0
O 0.013 2.045 -0.225 0.0 -0.1 -0.1
H -1.062 3.295 -3.101 0.0 0.0 0.0
H -1.600 3.613 -1.446 0.0 0.0 0.0
H -1.771 1.988 -2.126 0.0 0.0 0.0
H 0.877 3.399 -1.521 0.0 0.0 0.0
H 0.255 0.542 -2.481 0.0 0.0 0.0
H 1.889 1.164 -2.072 0.0 0.0 0.0
H 0.981 1.780 -3.467 0.0 0.0 0.0
F -0.516 -3.032 -0.060 -0.1 0.0 -0.1
C 0.466 -2.169 0.229 0.7 -0.1 -0.4
F 0.916 -2.490 1.449 -0.1 0.0 0.3
F 1.513 -2.447 -0.635 -0.2 -0.1 0.1
```
Positions in Å, forces in eV/Å.

Atomic partial charges in e from the natural (NBO) method, atoms 1 to 4: 1.155 -0.706 0.705 -0.767